Density functional theory data (the ωB97M-V functional and the def2-TZVPD basis) for a cluster of 3 separate species, C2H12N2O2 in total at a distorted geometry.

Output
Energy in eV: -9342.274
Highest occupied orbital energy in eV: -8.6
Net charge: 0
Relative energy (zero: lowest compared OMol25 entry of this formula, charge and spin) in kcal per mole: 44.48
E_LUMO in eV: 0.60
Gap between HOMO and LUMO in eV: 9.213

Structure (XYZ):
```
18
Properties=species:S:1:pos:R:3:forces:R:3:nbo_charge:R:1
C -1.1902 -1.7538 -1.2302 -0.76 -1.32 -1.21 -0.41
N -1.3934 -0.7234 -0.2889 1.84 0.11 3.09 -0.67
C -0.1201 -0.8343 0.6612 -0.25 2.26 -2.04 -0.04
N 0.1887 0.4579 1.2468 3.05 -1.87 -2.11 -0.86
H -1.0815 -1.4560 -2.2543 0.19 0.66 -0.73 0.19
H -0.2344 -2.1913 -0.9394 -0.43 -0.95 -0.70 0.18
H -1.9972 -2.5216 -1.2957 0.50 0.30 0.55 0.18
H -1.5509 0.2505 -0.5770 0.57 -0.91 -0.14 0.37
H 0.7407 -1.2587 -0.0313 -1.31 1.26 1.74 0.16
H -0.2045 -1.4544 1.5361 -0.74 -0.93 -0.15 0.19
H 0.4069 1.1795 0.6039 0.07 0.55 -0.77 0.37
H -0.4247 0.7601 1.8936 -2.63 1.00 2.52 0.36
H 1.8950 1.1272 2.6401 0.99 0.07 1.19 0.49
H 2.3641 0.8612 4.1067 -0.38 -0.66 0.78 0.46
O 2.5761 1.3615 3.3383 -0.68 0.45 -2.06 -0.96
H -0.7847 2.1405 -3.3434 0.13 0.32 -0.59 0.48
H 0.8366 2.1591 -3.2464 -1.91 -0.28 0.36 0.48
O -0.0266 1.8961 -2.8199 1.76 -0.06 0.28 -0.96
```
Forces are in eV/Å.

Density functional theory data (the ωB97M-V functional and the def2-TZVPD basis) for a structure of composition C38H45As2N3O2SiTi at a distorted geometry.

Output
Energy in eV: -201374.460
Highest occupied orbital energy (alpha / beta) in eV: -6.2 / -6.1
Net charge: 0
Relative energy (zero: lowest compared OMol25 entry of this formula, charge and spin) in kcal per mole: 0.00
E_LUMO (alpha / beta) in eV: 0.39 / 0.39
Gap between HOMO and LUMO (alpha / beta) in eV: 6.582 / 6.527

Structure (XYZ):
```
92
Properties=species:S:1:pos:R:3:forces:R:3:mulliken_charge:R:1
Ti -0.5679 1.1501 0.0333 -0.89 0.09 -0.35 -0.49
N -0.3557 1.1232 2.3517 0.24 0.22 0.26 -0.57
C -1.4730 0.6936 3.2209 -0.17 -0.06 0.02 -0.93
C -2.8188 0.8924 2.5055 0.18 0.03 0.10 -0.33
C -2.8809 -0.1878 1.4543 0.16 -0.45 -0.11 0.18
O -3.7331 -1.0455 1.3933 -0.18 0.35 0.04 -0.68
O -1.8075 -0.1810 0.6989 0.11 -0.34 -1.00 0.58
H 0.5378 0.7668 2.6763 -0.03 0.02 0.23 0.20
H -0.2877 2.1325 2.3830 0.07 0.09 0.15 0.10
H -1.4669 1.2301 4.1726 0.08 0.06 -0.04 0.52
H -1.3365 -0.3652 3.4512 -0.01 0.00 0.00 0.35
H -2.8160 1.8852 2.0459 -0.11 -0.01 -0.09 0.02
H -3.6824 0.8158 3.1627 0.14 -0.04 0.16 0.48
C 0.7401 -2.0892 1.2339 0.09 -0.03 0.05 -0.35
C 2.0715 -1.4143 0.8997 0.34 0.15 0.06 -1.15
As 2.4078 0.5565 0.9468 0.36 -0.29 -0.01 -0.36
C 4.2835 0.3128 0.4488 0.02 0.05 -0.12 0.19
C 4.6616 -0.0359 -0.8458 -0.04 0.06 0.02 -0.09
C 5.9991 -0.2148 -1.1615 0.01 -0.01 -0.03 -0.80
C 6.9732 -0.0475 -0.1849 0.02 -0.01 -0.01 -0.44
C 6.6057 0.3049 1.1040 -0.02 0.01 0.02 -0.67
C 5.2634 0.4893 1.4172 0.10 -0.02 0.03 -0.35
C 1.6400 1.2812 -0.6811 -0.21 0.04 0.69 1.13
C 0.8076 0.5616 -1.6134 -0.07 0.02 0.45 0.90
C 0.4926 1.2154 -2.8665 -0.09 -0.13 0.05 -0.66
C 0.8972 2.4791 -3.1300 0.01 0.05 0.04 -0.60
C 1.7226 3.1882 -2.1965 0.02 -0.01 0.02 -0.96
C 2.0928 2.5969 -1.0320 -0.11 -0.04 -0.17 -1.01
As -0.2374 -2.7077 -0.3692 -0.21 0.16 -0.11 0.27
C 0.9941 -4.1732 -0.7518 0.09 -0.03 -0.06 0.15
C 1.0085 -5.3826 -0.0636 -0.02 -0.01 0.03 -0.55
C 1.9535 -6.3513 -0.3670 0.01 -0.06 0.01 -0.63
C 2.8985 -6.1228 -1.3583 0.01 -0.01 -0.01 -0.49
C 2.8907 -4.9235 -2.0532 -0.01 0.04 -0.02 -0.68
C 1.9384 -3.9576 -1.7532 -0.01 -0.05 0.00 -0.12
C -1.6837 -3.6957 0.4771 0.10 0.03 0.12 0.32
C -1.8267 -3.8171 1.8551 -0.04 -0.01 -0.03 0.30
C -2.9019 -4.5101 2.3938 -0.02 0.00 0.02 -0.78
C -3.8441 -5.0911 1.5596 0.00 -0.01 0.03 -0.51
C -3.7099 -4.9715 0.1845 -0.02 -0.01 -0.04 -0.64
C -2.6401 -4.2720 -0.3520 -0.03 -0.02 -0.02 -0.72
H 0.0829 -1.4674 1.8418 -0.04 0.00 -0.06 -0.19
H 0.9601 -2.9972 1.7994 -0.05 0.04 0.09 1.00
H 2.5178 -1.7992 -0.0212 -0.10 0.00 -0.04 0.25
H 2.7916 -1.6616 1.6865 0.01 -0.16 -0.07 0.49
H 3.9047 -0.1508 -1.6148 -0.01 0.00 0.01 0.31
H 6.2827 -0.4815 -2.1721 0.01 0.00 0.01 0.40
H 8.0181 -0.1857 -0.4320 -0.01 0.00 0.00 0.38
H 7.3618 0.4445 1.8665 0.00 -0.01 -0.01 0.39
H 4.9890 0.7740 2.4275 -0.05 0.00 -0.02 0.33
H 0.7964 -0.5230 -1.6000 -0.02 -0.03 -0.05 -0.36
H -0.0790 0.6554 -3.5980 0.00 0.03 -0.02 0.42
H 0.6346 2.9505 -4.0688 0.00 -0.02 -0.01 0.42
H 2.0934 4.1741 -2.4459 -0.02 0.00 -0.01 0.42
H 2.7743 3.1156 -0.3674 0.01 -0.01 0.05 0.58
H 0.2736 -5.5775 0.7098 -0.01 0.03 -0.01 0.33
H 1.9497 -7.2920 0.1698 0.01 0.01 0.00 0.40
H 3.6337 -6.8820 -1.5932 0.00 0.00 0.00 0.37
H 3.6172 -4.7394 -2.8348 0.01 -0.01 0.01 0.41
H 1.9247 -3.0280 -2.3134 0.00 0.00 0.00 0.36
H -1.1086 -3.3636 2.5256 0.02 0.00 0.01 0.27
H -3.0071 -4.5875 3.4689 0.00 0.00 -0.01 0.39
H -4.6852 -5.6278 1.9795 0.00 0.00 0.00 0.37
H -4.4466 -5.4139 -0.4742 0.00 0.00 0.01 0.37
H -2.5614 -4.1706 -1.4289 0.04 0.02 0.00 0.36
C 1.3500 4.1811 2.0167 0.02 -0.02 -0.02 -1.53
C 0.1134 4.4179 1.1982 -0.12 0.09 -0.06 0.99
C -0.3896 5.7010 1.0465 0.07 -0.10 0.00 -0.92
C -1.4852 5.8938 0.2103 -0.04 0.07 -0.03 -0.66
C -2.0628 4.8318 -0.4479 0.03 0.03 0.09 -0.91
C -1.5365 3.5497 -0.2186 -0.23 0.08 -0.32 0.47
N -0.4807 3.3723 0.6069 0.36 0.15 -0.09 0.97
N -1.9503 2.3777 -0.7632 0.06 -0.03 0.20 0.96
Si -3.4216 2.0377 -1.6419 0.11 0.08 0.05 0.24
C -3.5100 3.0862 -3.1977 -0.03 -0.05 0.00 -1.25
C -3.3770 0.2273 -2.1102 0.04 -0.04 -0.04 -0.99
C -4.8818 2.4116 -0.5236 -0.04 -0.02 -0.09 -1.17
H 1.3678 4.8328 2.8899 -0.01 -0.03 0.01 0.48
H 2.2352 4.4071 1.4203 0.00 0.05 -0.01 0.24
H 1.4508 3.1441 2.3286 0.01 -0.01 0.03 0.24
H 0.0838 6.5274 1.5577 -0.01 0.01 -0.01 0.48
H -1.8805 6.8923 0.0656 0.00 -0.01 0.01 0.43
H -2.8961 4.9677 -1.1212 0.00 -0.01 0.01 0.34
H -2.5375 3.1097 -3.6954 0.00 -0.02 0.00 0.30
H -3.8191 4.1165 -3.0138 0.01 0.00 0.02 0.36
H -4.2329 2.6491 -3.8916 0.00 0.02 -0.01 0.40
H -2.3584 -0.1694 -2.1489 0.02 0.05 -0.02 0.08
H -3.8169 0.0822 -3.0999 -0.04 -0.02 0.03 0.59
H -3.9202 -0.3939 -1.3951 0.01 0.03 0.03 0.26
H -4.7315 3.3384 0.0359 0.01 0.01 -0.02 0.33
H -5.0377 1.6014 0.1929 0.03 0.01 0.01 0.28
H -5.8033 2.5229 -1.1013 0.00 -0.02 0.01 0.43
```
Forces are in eV/Å.

Density functional theory data (the ωB97M-V functional and the def2-TZVPD basis) for a structure of composition C4H16N8O4Tl at a distorted geometry.

Output
Energy in eV: -29164.180
Highest occupied orbital energy (alpha / beta) in eV: -19.7 / -19.9
Net charge: +4
Relative energy (zero: lowest compared OMol25 entry of this formula, charge and spin) in kcal per mole: 24.21
Multiplicity: 2
E_LUMO (alpha / beta) in eV: -17.52 / -17.31
Gap between HOMO and LUMO (alpha / beta) in eV: 2.150 / 2.579

Structure (XYZ):
```
33
Properties=species:S:1:pos:R:3:forces:R:3:lowdin_spin:R:1
Tl 0.7390 -0.7656 -1.1474 -0.60 0.42 -0.65 -0.02
C 4.2345 1.1060 -0.0967 0.32 -0.16 -1.28 0.07
O 3.2412 0.5274 -0.3121 -3.78 -2.02 -1.11 -0.04
N 4.6678 1.5005 1.0266 1.15 1.12 5.14 0.30
N 5.1568 1.3904 -1.0194 1.52 0.52 -2.73 0.63
H 4.0894 1.2028 1.7993 0.24 0.39 0.75 0.01
H 5.5789 1.9054 1.1880 0.08 0.17 0.44 0.00
H 4.9316 1.1260 -1.9678 0.39 -0.02 -0.79 0.01
H 6.0409 1.8137 -0.7762 0.61 0.22 -0.43 0.01
C -2.2863 0.2353 1.2018 -0.97 -0.56 -1.23 0.07
O -1.6909 0.1076 0.2039 1.99 -0.92 -3.27 -0.03
N -1.8711 0.9149 2.2180 2.53 2.52 3.59 0.40
N -3.5043 -0.1755 1.5108 -2.40 -1.31 0.60 0.43
H -0.9244 1.2556 2.1291 0.14 0.58 0.49 0.01
H -2.4635 1.1811 2.9915 0.32 0.47 0.39 0.00
H -3.7162 -0.0251 2.4868 -1.44 -0.40 -0.13 0.00
H -4.0792 -0.7006 0.8675 -0.52 -0.13 -0.06 0.01
C -0.4450 -3.5301 1.5179 2.18 -2.13 -0.77 -0.07
O -0.5418 -2.6791 0.6654 -0.39 3.88 -2.67 -0.48
N -1.3914 -3.9080 2.2403 -4.13 -1.00 2.77 -0.12
N 0.6573 -4.1953 1.6997 2.60 -0.05 -0.65 -0.17
H -2.3375 -3.6145 2.0431 -0.19 -0.45 0.55 0.00
H -1.0647 -4.5152 2.9783 -1.46 -0.09 0.66 0.00
H 1.4385 -3.8301 1.1739 0.63 -0.85 0.26 0.00
H 0.7157 -4.8896 2.4309 0.76 0.00 0.12 -0.01
C -1.7109 1.8891 -3.0618 -1.12 -0.26 -0.37 0.00
O -1.2216 0.9964 -2.4050 0.66 -2.85 1.74 0.03
N -1.0718 2.9414 -3.3593 4.49 4.29 -0.66 -0.04
N -2.9045 2.0117 -3.5900 -3.41 -1.73 -0.11 0.01
H -1.5006 3.6867 -3.8891 0.62 0.12 0.16 0.00
H -0.0908 2.9540 -3.1193 -0.14 0.54 -0.32 0.00
H -3.6434 1.3820 -3.3112 -0.08 0.12 -0.55 0.00
H -3.0315 2.7006 -4.3175 -0.62 -0.43 0.10 0.00
```
Forces are in eV/Å.

net charge of number 2 (C38H45As2N3O2SiTi)?
0